49
Properties=species:S:1:pos:R:3:nbo_charge:R:1 method="wB97M-V/def2-TZVPD" largest_force_ev_per_a=11.176 spin_multiplicity=1 e_homo_ha=-0.128 total_energy_ev=-37727.798 charge=-1 orbital_gap_ev=6.61 e_above_lowest_kj_mol=802.19 lumo_ev=3.14
C 2.4295 1.7409 2.4418 -0.29
H -1.6832 2.5773 -1.6029 0.17
C -1.1166 -1.3182 -1.9009 -0.28
H 1.2523 -0.4564 3.1950 0.14
H -0.2362 4.0689 -1.0181 0.17
O 1.4459 0.9902 1.6772 -0.55
H -4.1557 -1.9690 -1.5510 0.16
O -1.2879 -2.1979 -0.7648 -0.55
H 0.0453 1.6967 2.0849 0.28
C -3.8374 -2.5250 -0.6692 -0.12
H 0.9665 4.0356 -2.1704 0.14
H -0.6010 -1.8143 -2.7232 0.16
O 3.2094 -1.0532 0.3890 -0.55
H -1.3191 1.0853 -2.3256 0.20
C 4.3273 -1.7974 -0.0015 -0.23
H -4.9164 -4.2586 -2.4215 0.16
C 1.4018 -0.3589 2.1198 -0.11
H 1.7141 4.5548 0.3002 0.15
H 2.5717 2.6380 1.8393 0.23
H -2.8228 -0.7949 0.0916 0.22
H 0.4860 -0.7375 1.6657 0.26
C -4.7357 -4.5069 -1.3757 -0.25
H -4.4622 -2.2207 0.1705 0.17
C 0.2461 2.5760 1.4729 -0.29
C 0.6232 3.4643 -1.3079 -0.08
H -5.6407 -4.2114 -0.8449 0.16
O 0.3681 2.1430 -1.7137 -0.51
C 1.6971 3.5955 -0.2172 -0.08
H 2.6340 -2.2403 1.9976 0.15
H -0.4899 -0.4735 -1.6149 0.23
H -4.7817 -5.5958 -1.3959 0.18
H -2.0377 -0.8252 -2.2119 0.14
H -2.2920 -2.2793 0.8932 0.19
H 4.9413 -1.9262 0.8898 0.15
H 2.7320 3.4329 -0.5181 0.18
H 3.5101 -0.8879 2.4404 0.13
H 3.4009 1.2648 2.5753 0.16
C -0.9267 2.0971 -2.2234 -0.25
H -0.7277 2.8745 1.0846 0.18
O -3.5432 -3.9111 -0.8430 -0.52
C -2.5629 -1.8415 -0.0675 -0.08
Cl -0.6705 0.2139 0.4740 -0.84
H -0.8519 2.4976 -3.2344 0.14
C 2.7450 -1.1907 1.7255 -0.08
H 4.9818 -1.3099 -0.7241 0.17
H 0.5263 3.3682 2.1671 0.12
O 1.4198 2.5003 0.6722 -0.56
H 3.8956 -2.7239 -0.3801 0.17
H 2.1278 2.0102 3.4540 0.16